1.
Formula: C26H78O26
Source: the Open Molecules 2025 dataset
Level of theory: ωB97M-V with the def2-TZVPD basis set

Element x y z (Å)
C1 -8.109 3.598 1.634
C2 -7.356 3.932 2.924
O1 -6.178 4.782 2.710
O2 -7.305 2.819 0.700
H1 -8.252 4.573 1.168
H2 -9.065 3.152 1.907
H3 -7.002 3.046 3.451
H4 -8.152 4.434 3.475
H5 -5.947 4.839 1.780
H6 -7.924 2.379 0.112
C3 -0.288 -9.666 -8.914
C4 -0.380 -9.304 -10.401
O3 -0.640 -10.446 -11.246
O4 0.520 -8.688 -8.223
H7 0.413 -10.498 -8.851
H8 -1.289 -9.987 -8.625
H9 0.457 -8.781 -10.863
H10 -1.229 -8.624 -10.461
H11 -0.305 -10.241 -12.123
H12 0.138 -8.542 -7.355
C5 -3.143 4.898 -4.093
C6 -2.391 6.084 -4.661
O5 -3.187 7.269 -4.458
O6 -2.978 4.777 -2.666
H13 -2.851 3.960 -4.565
H14 -4.210 5.065 -4.242
H15 -2.320 5.908 -5.734
H16 -1.397 6.191 -4.227
H17 -3.156 7.885 -5.194
H18 -3.790 4.383 -2.337
C7 -6.973 -2.931 9.392
C8 -6.571 -1.853 8.394
O7 -5.270 -2.026 7.685
O8 -6.059 -2.360 10.370
H19 -6.678 -3.911 9.019
H20 -8.039 -2.853 9.609
H21 -6.619 -0.874 8.872
H22 -7.203 -1.984 7.516
H23 -4.518 -1.915 8.271
H24 -6.201 -1.411 10.407
C9 7.149 4.108 5.611
C10 6.994 2.613 5.962
O9 7.520 2.353 7.257
O10 6.598 4.942 6.666
H25 6.613 4.241 4.672
H26 8.188 4.413 5.482
H27 7.468 2.050 5.159
H28 5.948 2.305 5.974
H29 7.244 3.118 7.766
H30 7.267 5.621 6.777
C11 0.142 10.804 0.347
C12 0.892 10.061 1.496
O11 2.344 10.348 1.450
O12 0.341 12.212 0.378
H31 -0.909 10.518 0.298
H32 0.469 10.538 -0.658
H33 0.603 9.023 1.331
H34 0.665 10.450 2.488
H35 2.822 9.543 1.240
H36 1.220 12.529 0.156
C13 1.589 -2.002 -8.900
C14 2.938 -2.102 -8.124
O13 4.064 -1.548 -8.690
O14 0.987 -0.739 -8.725
H37 0.907 -2.805 -8.618
H38 1.812 -2.315 -9.920
H39 3.100 -3.158 -7.908
H40 2.962 -1.585 -7.165
H41 4.130 -1.857 -9.597
H42 1.699 -0.096 -8.728
C15 -0.120 -6.612 5.078
C16 0.558 -6.212 6.429
O15 0.511 -4.826 6.689
O16 -1.491 -6.252 5.120
H43 -0.039 -7.697 5.003
H44 0.458 -6.249 4.228
H45 1.618 -6.466 6.426
H46 0.101 -6.702 7.289
H47 0.800 -4.856 7.604
H48 -1.451 -5.335 5.402
C17 0.238 -0.729 0.079
C18 0.536 -0.224 1.385
O17 0.553 1.213 1.354
O18 0.303 -2.161 -0.085
H49 0.894 -0.256 -0.652
H50 -0.756 -0.329 -0.120
H51 1.510 -0.453 1.817
H52 -0.266 -0.548 2.048
H53 -0.043 1.421 0.631
H54 -0.150 -2.554 -0.835
C19 -0.838 2.653 8.061
C20 -1.702 3.878 7.964
O19 -3.095 3.705 8.194
O20 -0.812 2.164 9.429
H55 0.152 2.872 7.661
H56 -1.253 1.926 7.363
H57 -1.501 4.339 6.997
H58 -1.501 4.629 8.727
H59 -3.424 3.645 7.295
H60 -1.705 2.281 9.764
C21 6.616 7.794 -3.456
C22 5.773 6.470 -3.327
O21 5.277 6.479 -1.990
O22 7.957 7.465 -3.023
H61 6.073 8.629 -3.011
H62 6.764 8.076 -4.499
H63 6.256 5.524 -3.571
H64 4.850 6.696 -3.860
H65 4.514 5.903 -2.081
H66 7.994 7.087 -2.141
C23 5.488 -7.708 -1.229
C24 6.917 -8.300 -1.363
O23 6.827 -9.605 -1.841
O24 5.605 -6.580 -0.448
H67 4.818 -8.458 -0.809
H68 4.951 -7.547 -2.164
H69 7.355 -8.327 -0.366
H70 7.480 -7.799 -2.152
H71 7.681 -9.922 -2.144
H72 4.786 -6.112 -0.624
C25 -4.596 -6.064 -5.088
C26 -4.829 -4.953 -6.040
O25 -4.530 -5.313 -7.335
O26 -3.244 -6.425 -4.717
H73 -5.192 -6.941 -5.338
H74 -4.943 -5.639 -4.147
H75 -4.222 -4.050 -5.962
H76 -5.812 -4.522 -5.853
H77 -3.630 -5.647 -7.306
H78 -3.386 -7.137 -4.089

Output
* HOMO-LUMO gap: 10.004 eV
* energy above the lowest of the compared OMol25 structures with the same formula, charge and spin: 867.72 kJ/mol
* DFT total energy: -2993.1651 a.u.
* HOMO: -9.9 eV

2.
Formula: C26H78O26
Source: the Open Molecules 2025 dataset
Level of theory: ωB97M-V with the def2-TZVPD basis set

Element x y z (Å)
C1 -0.820 -0.440 -5.837
C2 0.247 -1.474 -5.374
O1 0.419 -1.342 -4.008
O2 -0.073 0.792 -5.952
H1 -1.600 -0.271 -5.094
H2 -1.315 -0.633 -6.788
H3 1.181 -1.298 -5.908
H4 -0.059 -2.508 -5.531
H5 0.723 -0.446 -3.844
H6 -0.652 1.556 -5.990
C3 4.404 2.171 3.756
C4 3.525 2.345 2.466
O3 2.747 3.554 2.500
O4 5.348 3.109 4.005
H7 4.816 1.165 3.680
H8 3.864 2.103 4.700
H9 3.055 1.376 2.296
H10 4.207 2.503 1.631
H11 2.296 3.800 3.311
H12 4.926 3.963 4.126
C5 -2.519 -2.029 -0.855
C6 -3.060 -0.812 -1.683
O5 -2.935 0.408 -0.899
O6 -3.525 -2.398 0.044
H13 -1.673 -1.703 -0.251
H14 -2.228 -2.835 -1.529
H15 -4.051 -0.937 -2.119
H16 -2.281 -0.751 -2.443
H17 -3.763 0.526 -0.427
H18 -3.622 -1.684 0.679
C7 -5.320 3.968 -0.665
C8 -4.124 4.918 -0.943
O7 -4.181 5.654 -2.187
O8 -5.232 2.941 -1.698
H19 -6.329 4.335 -0.852
H20 -5.411 3.470 0.300
H21 -3.206 4.338 -0.849
H22 -4.185 5.690 -0.176
H23 -4.076 5.022 -2.902
H24 -6.001 2.373 -1.613
C9 -2.750 2.718 -3.526
C10 -1.470 3.384 -3.948
O9 -1.272 3.279 -5.414
O10 -3.877 3.483 -3.918
H25 -2.663 2.612 -2.444
H26 -2.745 1.749 -4.024
H27 -0.559 3.048 -3.452
H28 -1.550 4.447 -3.721
H29 -1.424 4.134 -5.823
H30 -4.591 3.170 -3.357
C11 3.490 -3.112 2.663
C12 3.948 -1.714 3.146
O11 3.889 -1.539 4.546
O12 4.493 -4.044 2.877
H31 3.313 -3.128 1.588
H32 2.691 -3.450 3.323
H33 3.210 -0.989 2.800
H34 4.950 -1.391 2.864
H35 2.982 -1.330 4.779
H36 4.239 -4.763 2.293
C13 5.125 -4.042 -2.097
C14 4.628 -3.969 -0.662
O13 3.784 -5.103 -0.246
O14 3.960 -3.975 -3.004
H37 5.622 -5.007 -2.201
H38 5.696 -3.167 -2.407
H39 4.137 -3.000 -0.575
H40 5.467 -4.106 0.020
H41 2.998 -5.007 -0.789
H42 3.478 -3.174 -2.785
C15 0.349 -4.033 -1.492
C16 -0.431 -4.311 -2.733
O15 -1.542 -5.119 -2.595
O16 1.158 -5.181 -1.198
H43 -0.264 -3.767 -0.631
H44 1.006 -3.202 -1.748
H45 0.101 -4.769 -3.567
H46 -0.842 -3.358 -3.069
H47 -1.361 -6.020 -2.317
H48 0.727 -5.970 -1.533
C17 -4.165 0.692 2.525
C18 -5.461 0.534 1.720
O17 -5.259 0.754 0.354
O18 -3.423 -0.459 2.328
H49 -4.435 0.823 3.573
H50 -3.616 1.593 2.250
H51 -6.205 1.248 2.072
H52 -5.901 -0.450 1.885
H53 -6.169 0.751 0.046
H54 -2.646 -0.488 2.891
C19 -0.693 -1.502 3.682
C20 -0.316 -1.734 5.086
O19 0.954 -1.242 5.327
O20 -1.213 -0.188 3.661
H55 -1.424 -2.158 3.211
H56 0.139 -1.439 2.981
H57 -0.180 -2.806 5.228
H58 -1.134 -1.429 5.738
H59 0.962 -0.305 5.535
H60 -0.495 0.358 3.988
C21 -0.310 2.464 4.551
C22 0.340 3.713 5.074
O21 1.786 3.662 5.171
O22 0.363 1.369 5.160
H61 -0.244 2.481 3.463
H62 -1.375 2.548 4.766
H63 -0.072 3.998 6.041
H64 0.028 4.529 4.423
H65 2.152 4.285 5.802
H66 0.971 1.698 5.826
C23 2.996 0.941 -2.885
C24 3.422 -0.537 -2.950
O23 2.554 -1.487 -2.334
O24 1.706 1.125 -3.438
H67 3.619 1.689 -3.374
H68 2.974 1.327 -1.866
H69 4.406 -0.480 -2.485
H70 3.646 -0.831 -3.975
H71 1.826 -1.613 -2.947
H72 1.689 1.698 -4.208
C25 0.502 0.097 -0.133
C26 -0.406 0.823 0.882
O25 -0.805 2.066 0.413
O26 1.224 -0.977 0.534
H73 1.256 0.708 -0.629
H74 -0.030 -0.337 -0.980
H75 0.179 1.011 1.783
H76 -1.204 0.206 1.296
H77 -1.760 2.068 0.316
H78 1.634 -1.598 -0.072

Output
* HOMO-LUMO gap: 9.015 eV
* energy above the lowest of the compared OMol25 structures with the same formula, charge and spin: 339.69 kJ/mol
* DFT total energy: -2993.3662 a.u.
* HOMO: -9.2 eV